No. 1
Entry from the Open Molecules 2025 dataset: a 2-piece molecular cluster, C3H4N2O overall (wB97M-V/def2-TZVPD).

Last column: Löwdin charge in e.
Element x y z (Å)
H (1.31, -1.34, 1.43)  0.0703
C (-0.70, -0.91, 1.16)  -0.2985
H (-1.05, 1.74, -0.37)  0.1108
N (-0.55, 1.05, -0.90)  0.0972
N (1.95, 1.08, -0.77)  0.1313
H (0.61, -1.54, -0.28)  0.0610
C (0.79, 1.07, -0.85)  -0.4031
H (-0.99, 0.73, -1.74)  0.1104
O (-1.75, -0.53, 1.51)  0.1413
C (0.46, -1.37, 0.78)  -0.0207

Properties
Highest occupied orbital energy, hartree: -0.339
Max |F|, Eh/bohr: 0.033
Net charge: 0
Kohn-Sham gap, eV: 9.63
SMILES string: C=C=O.N#CN
Relative energy (zero: lowest compared OMol25 entry of this formula, charge and spin), eV: 2.135



No. 2
Entry from the Open Molecules 2025 dataset: C36H30ClCuN2O6S4 as an isolated structure (wB97M-V/def2-TZVPD).

Last column: Löwdin charge in e.
Element x y z (Å)
H (16.62, 8.93, 9.26)  0.1007
C (6.51, 14.17, 8.15)  0.0250
H (11.47, 18.44, 13.60)  0.0921
H (5.23, 8.72, 7.65)  0.0642
H (8.93, 10.93, 7.19)  0.1175
C (10.72, 16.96, 14.93)  -0.0828
O (11.61, 15.80, 10.01)  -0.5441
C (7.86, 10.80, 7.37)  -0.1028
C (8.55, 18.20, 8.25)  -0.2494
C (9.36, 20.25, 7.77)  -0.0432
C (14.99, 12.34, 8.60)  -0.4513
H (13.25, 11.66, 9.69)  0.1344
C (11.06, 17.48, 13.67)  -0.0673
C (7.10, 23.74, 5.26)  -0.4223
O (12.58, 16.10, 4.71)  -0.4820
H (13.56, 18.17, 11.84)  0.0833
O (12.66, 16.74, 7.05)  -0.5189
C (10.67, 15.25, 12.77)  -0.0804
C (7.20, 9.55, 7.19)  -0.1824
C (6.90, 15.51, 8.32)  -0.1135
C (8.77, 13.46, 8.37)  -0.0113
C (5.87, 16.47, 8.44)  -0.0358
H (13.71, 16.35, 11.81)  0.1046
C (16.20, 12.04, 7.98)  -0.0690
C (10.50, 15.62, 15.12)  -0.0911
C (8.40, 23.49, 5.05)  -0.1742
C (14.93, 10.18, 9.60)  -0.0676
H (16.12, 16.56, 10.25)  0.1273
Cu (11.17, 14.92, 8.26)  0.1869
H (5.46, 14.04, 8.03)  0.1009
H (10.28, 20.79, 7.53)  0.1163
C (6.06, 17.82, 8.56)  -0.0167
H (6.45, 24.45, 4.73)  0.0754
C (14.28, 11.39, 9.30)  -0.0809
C (7.00, 11.77, 7.87)  -0.5183
H (14.54, 18.39, 9.82)  0.1198
H (9.76, 13.79, 14.09)  0.1245
C (5.88, 9.60, 7.56)  -0.3959
C (15.22, 16.30, 9.61)  -0.2314
H (14.42, 9.39, 10.25)  0.1261
H (7.75, 8.64, 6.91)  0.1066
H (6.04, 20.38, 7.88)  0.0903
H (13.46, 17.35, 9.03)  0.0661
H (10.57, 15.18, 16.13)  0.1153
C (11.03, 16.60, 12.59)  -0.3787
H (5.16, 18.33, 8.90)  0.1098
C (8.32, 15.69, 8.40)  -0.2171
H (9.91, 22.20, 5.92)  0.1074
S (14.19, 13.87, 8.36)  1.0531
H (10.69, 17.61, 15.78)  0.0984
H (15.81, 14.19, 10.11)  0.0950
H (9.50, 12.69, 8.47)  0.1173
H (14.24, 14.67, 10.74)  0.0889
H (4.88, 16.10, 8.71)  0.1219
C (8.90, 22.53, 5.98)  -0.1067
C (14.13, 17.37, 9.89)  -0.2382
H (15.59, 16.37, 8.59)  0.1061
C (7.03, 20.01, 7.96)  0.0327
C (10.26, 14.79, 14.01)  -0.0690
H (9.01, 24.02, 4.38)  0.0922
C (16.79, 10.81, 8.24)  -0.0962
C (8.09, 20.80, 7.51)  -0.2162
S (5.40, 11.19, 8.17)  1.0319
C (7.40, 13.11, 8.12)  -0.2032
C (16.18, 9.89, 9.05)  -0.0960
O (8.94, 16.89, 8.42)  0.0996
O (12.69, 13.62, 8.47)  -0.5309
O (10.88, 15.31, 6.27)  -0.5182
S (11.57, 17.07, 10.93)  1.0595
N (9.59, 18.95, 8.09)  0.1789
C (7.92, 22.07, 6.83)  -0.4768
C (7.22, 18.64, 8.27)  -0.1097
N (9.17, 14.71, 8.45)  0.0976
S (6.35, 22.70, 6.41)  1.0406
H (16.68, 12.75, 7.28)  0.1252
C (13.41, 17.28, 11.23)  -0.2918
H (10.65, 14.59, 11.93)  0.0978
C (14.91, 14.83, 9.87)  -0.2595
H (17.84, 10.63, 8.01)  0.1102
Cl (11.79, 16.55, 5.87)  0.8995

Properties
Highest occupied orbital energy, hartree: -0.234
Max |F|, Eh/bohr: 0.070
Net charge: 0
Kohn-Sham gap, eV: 5.98
Relative energy (zero: lowest compared OMol25 entry of this formula, charge and spin), eV: 0.859



No. 3
Entry from the Open Molecules 2025 dataset: C23H39IrN4O4S2Si as an isolated structure (wB97M-V/def2-TZVPD).

Last column: Löwdin charge in e.
Element x y z (Å)
C (-2.40, 1.31, 3.12)  -0.0322
C (3.27, -0.97, -1.04)  -0.1626
C (-0.16, 2.88, 0.42)  -0.2170
H (2.25, 2.25, -1.22)  0.0818
H (3.67, -1.31, -2.00)  0.0419
C (-1.21, 1.61, 2.23)  -0.2047
Ir (-0.24, 0.05, -0.27)  1.3364
C (-0.27, 3.96, -0.63)  -0.0367
C (0.12, -0.15, 3.46)  -0.0065
N (0.54, 1.41, -4.27)  0.0590
H (2.62, -0.11, -1.25)  -0.0031
C (3.23, -2.99, 1.29)  -0.1600
C (1.10, 1.13, 1.52)  -0.2425
H (0.39, -1.13, 3.07)  0.0841
H (-3.13, 3.18, 0.41)  0.0894
H (0.85, -3.70, -1.66)  0.0315
C (-2.82, -3.23, 1.31)  -0.0119
H (-4.42, -1.11, 1.88)  0.0981
C (-1.75, -4.11, 1.34)  -0.0179
H (0.56, 1.03, -5.20)  0.1525
H (4.11, -0.62, -0.44)  0.0412
H (1.25, -0.95, -4.53)  0.1285
H (3.18, 2.28, 0.28)  0.0828
H (-2.17, 4.56, 0.93)  0.0875
H (-3.45, 0.08, 0.98)  0.0113
H (2.18, -4.69, -1.06)  0.0403
H (3.12, 0.49, 1.07)  0.0497
H (0.22, 3.43, -4.72)  0.0944
H (2.29, 3.71, -0.24)  0.0981
O (-0.77, -1.43, -1.72)  -0.4763
C (-0.47, -3.66, 1.05)  -0.0006
O (-3.20, -1.69, -2.11)  -0.3111
C (-2.62, -1.89, 1.04)  -0.2785
C (-0.04, 0.85, 2.35)  -0.2072
H (-1.91, -5.15, 1.57)  0.1234
H (-3.83, -3.57, 1.49)  0.1278
C (0.80, 0.57, -3.27)  -0.5656
H (-2.28, 1.77, 4.11)  0.1077
H (1.32, -1.32, -2.88)  0.0688
H (2.27, -0.55, 2.20)  0.0545
H (-2.51, 0.24, 3.28)  0.0705
N (-1.36, -1.46, 0.82)  0.0388
H (-1.25, 3.92, -1.11)  0.0851
C (-3.78, -0.95, 1.02)  -0.0502
H (2.85, 1.04, 2.73)  0.1212
S (-2.05, -0.89, -2.39)  0.2162
H (2.54, -3.33, 2.07)  0.0356
H (-0.17, 2.95, -3.07)  0.0443
H (-0.15, 4.95, -0.18)  0.1100
H (3.87, -3.84, 1.01)  0.0436
N (1.40, -0.61, -3.59)  0.2117
C (1.92, -3.70, -1.43)  -0.1587
O (-1.82, -0.49, -3.75)  -0.3288
C (1.04, 2.16, 0.55)  -0.2402
C (-0.32, -2.31, 0.76)  -0.4746
H (-1.26, 2.51, -4.38)  0.0969
H (0.49, 3.85, -1.40)  0.0618
H (0.38, -4.32, 1.02)  0.1126
C (-2.46, 3.54, 1.20)  -0.0199
S (-2.26, 0.86, -1.27)  0.5205
N (0.80, -1.65, 0.40)  -0.1274
C (2.41, 0.49, 1.89)  -0.0398
H (0.92, 0.17, 4.12)  0.1072
H (-3.33, 1.67, 2.69)  0.0737
O (0.66, 0.94, -2.06)  -0.1957
H (2.47, -3.54, -2.37)  0.0350
C (-0.22, 2.65, -4.10)  -0.0273
H (-3.02, 3.59, 2.13)  0.0834
H (-4.37, -1.13, 0.12)  0.0877
H (3.87, -2.22, 1.72)  0.0323
C (2.26, 2.62, -0.20)  -0.0095
Si (2.32, -2.34, -0.20)  0.4473
H (-0.78, -0.25, 4.06)  0.0770
C (-1.25, 2.65, 1.30)  -0.1962

Properties
Highest occupied orbital energy (spin up / spin down), hartree: -0.406 / -0.401
Max |F|, Eh/bohr: 0.082
Net charge: +1
Kohn-Sham gap (spin up / spin down), eV: 6.83 / 5.31
Multiplicity: 2
⟨S²⟩: 0.763
Relative energy (zero: lowest compared OMol25 entry of this formula, charge and spin), eV: 1.067



No. 4
Entry from the Open Molecules 2025 dataset: an isolated ion of composition C23H29N6O3 and charge +1 (wB97M-V/def2-TZVPD).

Last column: Löwdin charge in e.
Element x y z (Å)
C (-1.06, -0.31, -0.79)  -0.2048
H (-3.37, 0.49, -1.97)  0.1338
C (-3.96, 3.24, 0.79)  -0.0605
H (-0.82, 2.19, -1.17)  0.1171
H (2.18, 0.73, 2.01)  0.1334
N (1.31, -1.11, 1.47)  -0.1389
H (-3.17, -2.41, -2.96)  0.1350
C (-3.48, 1.96, 0.92)  -0.0209
H (0.21, 1.52, 0.98)  0.1205
H (1.03, -0.84, 0.44)  0.0978
H (5.58, 2.30, -2.94)  0.1448
C (-2.88, -0.30, -2.53)  -0.0694
H (-3.71, 5.15, -0.14)  0.1098
H (-0.97, -0.99, 3.42)  0.1310
C (-2.35, 1.56, 0.21)  -0.1985
H (-5.51, -2.95, -1.05)  0.0960
C (-1.01, -1.20, 2.34)  -0.1254
H (6.44, 0.96, 1.52)  0.1252
C (3.58, -0.67, -0.61)  0.0561
H (4.73, -0.48, 2.59)  0.1165
N (0.48, -1.00, -2.09)  0.0156
H (1.31, -0.10, 3.32)  0.1424
H (-4.43, -3.27, 0.33)  0.0909
N (-1.55, -0.46, -2.04)  -0.0367
C (5.56, 0.72, -0.41)  -0.1974
C (5.83, 1.32, -2.53)  -0.1329
H (-2.82, -0.04, -3.59)  0.1422
H (-4.84, 3.54, 1.34)  0.1103
H (-1.90, -1.79, 2.15)  0.1314
H (-3.97, 1.25, 1.57)  0.1218
C (-2.20, 3.76, -0.74)  -0.0613
C (-1.83, 0.14, 0.41)  -0.1951
C (2.64, -1.76, 1.44)  -0.0814
H (-1.70, 4.46, -1.39)  0.1103
O (4.67, 0.51, -2.47)  0.0514
H (-2.70, -0.52, 0.49)  0.1440
C (0.24, -2.02, 1.94)  -0.0892
N (0.22, -0.64, -0.84)  0.0769
C (3.67, -0.88, 0.78)  -0.2346
C (4.53, 0.14, -1.17)  -0.1875
H (0.60, -2.59, 2.80)  0.1355
H (2.81, -1.11, -1.21)  0.1005
C (5.65, 0.52, 0.94)  0.0287
H (-0.20, 1.64, 2.69)  0.1373
C (-3.33, 4.15, -0.04)  -0.0683
O (-3.69, -1.96, -1.01)  -0.2150
N (-1.12, 0.06, 1.67)  -0.1128
H (2.53, -2.69, 0.89)  0.1453
C (0.02, 0.93, 1.88)  -0.1112
C (-4.47, -3.10, -0.75)  -0.0846
O (6.36, 1.46, -1.23)  0.0551
H (-4.07, -3.98, -1.27)  0.0963
C (-1.71, 2.48, -0.61)  -0.0501
H (0.02, -2.71, 1.13)  0.1327
C (-3.66, -1.61, -2.38)  -0.1917
C (1.29, 0.14, 2.25)  -0.0819
H (6.59, 0.84, -3.18)  0.1463
C (4.68, -0.30, 1.52)  -0.0456
N (-0.54, -0.90, -2.81)  0.0897
H (-4.68, -1.48, -2.76)  0.1358
H (2.94, -1.99, 2.47)  0.1386

Properties
Highest occupied orbital energy, hartree: -0.391
Max |F|, Eh/bohr: 0.032
Net charge: +1
Kohn-Sham gap, eV: 8.77
SMILES string: COCCn1nnnc1[C@H](c1ccccc1)N1CC[NH+](Cc2ccc3c(c2)OCO3)CC1



Per-record DFT total energy, eV: -8201.751 -153577.347 -71017.757 -39397.260